Entry 1:
Molecular formula: C12H15N2O3PSn
Method: DFT, the ωB97M-V functional and the def2-TZVPD basis

Results
HOMO   -13.8 eV
Frontier orbital gap   3.536 eV
Energy above the lowest of the compared OMol25 structures with the same formula, charge and spin   1.885 eV
F_max   0.1053 Eh/bohr

```
! wB97M-V def2-TZVPD RIJCOSX def2/J DEFGRID3
* xyz 2 1
H -0.836 -0.488 -1.831
H -3.024 -0.839 -1.596
H 1.417 -1.391 3.141
C 0.237 1.383 1.285
H -1.072 3.505 -0.752
P -0.039 1.078 4.157
Sn 1.915 1.486 -3.323
C -0.701 -1.587 -1.633
C 1.839 -0.880 -1.642
C 0.511 0.567 2.438
H 2.869 -1.311 -1.569
H -0.864 -1.858 -0.560
O 0.324 2.089 -2.370
H 1.036 -2.908 -1.468
H -1.262 1.801 4.065
H 1.035 1.852 4.701
H 0.852 -2.211 -3.155
C 1.219 -0.726 2.262
N -0.257 3.093 -0.269
H -1.265 -0.190 5.384
C 1.650 -1.162 0.945
C 0.230 2.080 -1.084
N -0.294 -0.203 5.055
H 1.806 -0.048 -2.409
C 1.374 -0.322 -0.232
H 2.198 -2.114 0.741
C 0.763 -1.992 -2.063
C 0.671 0.985 -0.080
H -2.461 -0.463 -3.303
C -2.764 -1.286 -2.591
C -0.495 2.730 1.132
O -1.700 -2.259 -2.429
O -1.149 3.377 1.869
H -3.692 -1.749 -3.004
*
```

***

Entry 2:
Molecular formula: C12H15P
Method: DFT, the ωB97M-V functional and the def2-TZVPD basis

Results
HOMO   -8.7 eV
SMILES   C[C@H]1c2pcccc2[C@@H]2CCC[C@H]12
Frontier orbital gap   8.931 eV
Energy above the lowest of the compared OMol25 structures with the same formula, charge and spin   0.211 eV
F_max   0.0776 Eh/bohr

```
! wB97M-V def2-TZVPD RIJCOSX def2/J DEFGRID3
* xyz 0 1
C 0.964 0.699 -0.422
C -0.424 2.845 -0.472
C 1.783 -0.777 1.322
C -3.271 -1.659 -0.473
C -0.997 -0.743 -0.319
H -1.163 3.547 -0.156
C 0.435 -0.732 -0.643
H 2.515 -1.360 1.947
H 0.470 -1.004 -1.670
H -1.718 -2.744 -0.966
C -1.544 0.517 0.070
C 1.340 -1.685 0.222
C -3.940 -0.633 0.098
H 1.976 1.285 1.431
H -3.673 -2.712 -0.807
H 0.638 3.300 -0.304
H -5.028 -0.506 0.208
C -0.360 1.497 0.261
H 3.043 0.583 0.110
H 0.903 -0.573 2.055
H 1.448 1.187 -1.229
P -3.108 0.855 0.685
H -0.313 2.692 -1.607
C 2.044 0.541 0.648
H 2.299 -1.956 -0.245
H 0.856 -2.544 0.717
H -0.186 1.563 1.327
C -1.867 -1.808 -0.516
*
```

***

Entry 3:
Molecular formula: C12H16BN
Method: DFT, the ωB97M-V functional and the def2-TZVPD basis

Results
HOMO   -8.5 eV
Frontier orbital gap   8.953 eV
Energy above the lowest of the compared OMol25 structures with the same formula, charge and spin   1.617 eV
F_max   0.0949 Eh/bohr

```
! wB97M-V def2-TZVPD RIJCOSX def2/J DEFGRID3
* xyz 0 1
C -4.588 0.053 -0.067
C -0.043 1.299 1.088
C -2.731 -1.368 -0.955
C -2.243 0.658 0.313
H 0.455 1.974 1.769
C -3.562 0.961 0.360
H 2.224 -0.199 2.015
H -3.972 1.779 0.958
C -1.389 1.451 1.123
H 2.083 -0.893 -2.014
C -1.787 -0.508 -0.320
H 3.024 1.928 0.557
C 2.869 -0.661 1.282
H 2.957 1.767 -1.164
H 2.873 -1.791 1.314
C 2.456 -0.114 -0.029
H 2.412 -2.223 -0.902
C 2.768 -1.137 -1.161
H -0.181 -1.224 -1.273
H -5.682 0.155 0.112
H -4.671 -1.767 -1.298
H 3.893 -0.202 1.445
C 3.142 1.249 -0.229
H -1.918 2.313 1.629
H 4.264 1.201 -0.260
C -4.140 -1.016 -0.850
B 0.458 0.266 0.114
H -2.416 -2.062 -1.694
N -0.464 -0.579 -0.528
H 3.910 -1.309 -1.336
*
```

***

Entry 4:
Molecular formula: C12H16BrN5O3Ti
Method: DFT, the ωB97M-V functional and the def2-TZVPD basis

Results
HOMO (alpha / beta)   -7.1 / -7.1 eV
Frontier orbital gap (alpha / beta)   6.710 / 6.709 eV
F_max   0.0530 Eh/bohr

```
! wB97M-V def2-TZVPD RIJCOSX def2/J DEFGRID3
* xyz 0 1
C 1.171 2.653 -2.947
H 3.451 -2.222 2.391
H 3.331 -1.471 0.804
H -1.133 3.849 -0.742
O 1.506 0.307 0.308
Ti 0.809 -0.969 -0.893
C -2.886 -3.027 -0.552
C -0.265 1.480 -1.437
H -2.261 1.571 -0.675
N -3.454 -4.491 1.482
H 0.202 4.690 -1.536
H 1.778 1.755 -2.891
N -0.468 -2.401 -0.968
C -3.215 -3.840 0.562
Br 2.699 -1.854 -2.029
H -1.176 4.123 -2.491
N -4.697 -1.990 -2.052
H 1.807 3.526 -2.818
H 0.694 2.700 -3.928
C -1.251 1.404 -0.288
C 0.881 -0.491 1.166
H 1.183 -0.524 3.933
N 0.175 2.640 -1.878
H 3.530 -0.450 2.237
O -1.247 0.114 0.275
C -0.531 -0.083 1.506
C -0.528 3.890 -1.644
H 0.165 -1.902 3.444
C -1.585 -2.697 -0.775
H -0.566 0.838 2.107
C 3.060 -1.363 1.850
O 0.170 0.407 -1.935
N 1.611 -1.347 2.013
H -1.063 -0.873 2.029
H -1.025 2.164 0.463
C -3.885 -2.467 -1.386
C 1.169 -1.482 3.393
H 1.839 -2.169 3.904
*
```

***

Entry 5:
Molecular formula: C12H16Cl16F12N2O8S4V
Method: DFT, the ωB97M-V functional and the def2-TZVPD basis

Results
⟨S²⟩   3.755
HOMO (alpha / beta)   -10.6 / -10.6 eV
Frontier orbital gap (alpha / beta)   9.111 / 9.269 eV
Energy above the lowest of the compared OMol25 structures with the same formula, charge and spin   0.000 eV
F_max   0.0867 Eh/bohr

```
! wB97M-V def2-TZVPD RIJCOSX def2/J DEFGRID3
* xyz 0 4
H 0.885 4.582 0.050
Cl 2.033 5.054 2.005
F -3.478 -1.549 1.046
V -0.511 0.365 -2.814
Cl -7.777 -3.858 0.320
Cl 3.034 5.195 -0.754
F 1.174 -2.614 -2.557
Cl -6.218 -1.463 -0.348
H -1.923 -4.827 -1.203
H -2.864 3.530 -0.622
Cl 2.340 -0.137 5.387
Cl 1.656 2.911 6.447
C -6.600 -2.671 0.885
H 5.278 1.015 4.321
H -2.654 -3.855 -2.515
S 0.785 -0.325 0.376
H -5.703 -3.229 1.133
F -3.485 0.344 0.037
F -2.992 -1.552 -4.900
C 5.020 -2.104 2.530
F 1.963 1.377 2.086
Cl 5.770 -2.010 4.127
S 1.392 -1.540 -5.043
O -1.204 -2.571 -0.342
F -2.145 -0.026 1.643
O 2.374 -0.539 -5.409
H -3.684 4.142 -2.082
C 4.928 2.038 4.345
Cl -0.221 4.706 5.057
H 3.851 2.134 4.284
S -0.864 -0.220 -5.672
Cl -4.218 -4.325 -0.886
Cl 5.391 2.849 5.883
F 1.702 2.184 0.113
C 1.305 3.754 4.967
F 2.772 -3.454 -3.803
H -7.012 -2.207 1.773
S -1.533 -1.235 -0.702
H 0.991 -1.443 3.927
H 1.184 6.322 0.140
O -0.195 0.079 -6.897
F -0.014 1.975 1.455
O 0.349 -1.102 1.512
C 1.616 5.341 0.303
O 1.983 -0.807 -0.258
H 0.518 -1.524 5.658
O -1.487 0.929 -5.000
C 1.130 1.435 1.048
C 0.820 -0.882 4.838
N -0.262 -0.048 -0.809
H 4.350 -2.959 2.545
N 0.135 -0.851 -4.380
Cl -1.331 4.591 -2.064
C 2.107 -2.374 -3.463
F -2.856 -1.180 -7.035
H 5.732 -2.279 1.731
F -1.641 -2.716 -6.107
O 1.150 -2.578 -6.009
C -2.753 -0.561 0.634
C -2.774 -4.710 -1.860
C -2.195 -1.539 -5.957
H 2.119 4.445 4.777
H 1.194 3.024 4.172
Cl 4.052 -0.657 2.214
C -2.792 3.665 -1.696
Cl -0.431 0.347 4.563
Cl 5.631 2.942 2.988
Cl -2.645 2.005 -2.311
O -2.162 -1.105 -2.014
F 2.977 -1.513 -2.929
Cl -3.063 -6.144 -2.878
*
```

***

Entry 6:
Molecular formula: C12H16Cl2
Method: DFT, the ωB97M-V functional and the def2-TZVPD basis

Results
HOMO   -8.8 eV
Frontier orbital gap   7.886 eV
Energy above the lowest of the compared OMol25 structures with the same formula, charge and spin   3.652 eV
F_max   0.1238 Eh/bohr

```
! wB97M-V def2-TZVPD RIJCOSX def2/J DEFGRID3
* xyz 0 1
C 1.040 -0.973 1.504
C 1.514 1.471 2.093
H 3.096 -1.926 -0.335
H 1.680 -3.368 3.150
H 3.511 -3.057 1.014
Cl -0.496 2.156 -3.695
H 0.839 1.400 2.881
C -2.252 0.893 -2.104
H 2.506 1.407 2.530
C 1.852 -2.003 1.341
C -0.947 1.059 -0.293
H -3.875 -0.394 -1.447
H 0.365 -3.384 1.949
H 4.009 -1.416 1.084
H -3.767 3.149 -2.247
C 1.363 -3.329 2.146
H 0.162 -1.296 2.097
C -1.950 2.142 -2.760
C 1.269 0.402 0.985
C -3.664 0.567 -1.715
C -2.758 3.229 -2.711
H 1.303 2.480 1.524
H -3.917 1.267 -0.878
C 3.245 -2.065 0.725
Cl -1.339 -0.470 -2.790
H -4.219 0.757 -2.632
H -2.635 4.086 -3.328
H 2.030 0.627 0.286
H 1.875 -4.210 1.527
C 0.161 0.798 0.101
*
```

***

Entry 7:
Molecular formula: C12H16Cl2N4O2PtS3Se
Method: DFT, the ωB97M-V functional and the def2-TZVPD basis

Results
⟨S²⟩   6.049
HOMO (alpha / beta)   -14.0 / -14.7 eV
Frontier orbital gap (alpha / beta)   7.508 / 5.481 eV
Energy above the lowest of the compared OMol25 structures with the same formula, charge and spin   0.000 eV
F_max   0.0521 Eh/bohr

```
! wB97M-V def2-TZVPD RIJCOSX def2/J DEFGRID3
* xyz 2 5
N 0.602 -1.864 -2.859
N -0.495 -2.998 -1.340
H 2.101 -0.526 1.814
C -2.287 3.287 -0.500
H -0.787 3.415 4.670
C 1.609 -1.105 2.610
H 0.666 3.159 3.861
C 0.033 -5.321 -2.278
H 0.840 -0.686 -4.646
H 0.682 -6.998 -3.414
C 0.754 -3.184 -3.210
C 0.725 -5.918 -3.347
C -0.190 -1.751 -1.709
H 2.408 -1.573 3.209
H -1.158 1.044 4.088
S -0.566 3.086 -0.185
H 0.966 -1.882 2.177
C 0.087 -3.948 -2.204
C -2.187 7.390 3.173
Pt -1.156 2.752 1.928
C 1.242 -0.791 -3.609
C 1.428 -5.178 -4.288
O 0.811 -0.322 3.514
C 0.850 1.017 3.525
N -0.247 1.497 4.297
S -3.133 2.982 -1.905
H 2.305 -1.049 -3.764
H 1.115 0.147 -3.056
N -0.331 2.896 3.963
O 1.675 1.713 2.922
C 1.380 -3.785 -4.265
H -2.743 7.920 2.388
Cl -3.115 5.989 3.763
Cl -0.579 6.898 2.498
S -2.933 3.683 1.109
Se -0.800 -0.160 -0.877
H 1.957 -3.171 -4.967
H 2.042 -5.680 -5.048
H -2.008 8.054 4.008
H -0.492 -5.838 -1.511
H -1.072 -3.202 -0.533
*
```

***

Entry 8:
Molecular formula: C12H16ClN2O2RhS
Method: DFT, the ωB97M-V functional and the def2-TZVPD basis

Results
⟨S²⟩   0.754
HOMO (alpha / beta)   -11.2 / -11.2 eV
Frontier orbital gap (alpha / beta)   7.144 / 6.023 eV
Energy above the lowest of the compared OMol25 structures with the same formula, charge and spin   0.000 eV
F_max   0.0193 Eh/bohr

```
! wB97M-V def2-TZVPD RIJCOSX def2/J DEFGRID3
* xyz 1 2
S 2.149 2.741 -0.504
H 0.733 0.803 2.723
H 2.557 -1.454 3.811
H -4.320 -1.734 -2.418
H 2.407 0.204 4.431
C -4.090 -0.077 -3.722
C -0.304 0.104 5.021
C 1.304 1.567 -0.094
C -0.083 -2.173 4.016
C 0.497 -0.764 4.059
C -2.229 1.411 -3.294
C -3.316 1.061 -4.040
C -3.742 -0.853 -2.665
H -1.359 0.108 4.750
H 0.523 -1.779 1.655
C -2.607 -0.517 -1.873
N 0.318 -0.122 2.729
H -1.643 2.286 -3.538
C -1.841 0.643 -2.168
H 0.058 1.135 5.015
H 1.909 -0.882 1.667
H -0.117 -2.576 5.027
O -0.815 1.069 -1.485
Rh 0.061 0.116 0.013
H -1.101 -2.168 3.623
H 0.529 -2.864 3.430
O -1.320 -1.340 -0.035
Cl -5.468 -0.457 -4.700
C -2.288 -1.411 -0.830
N 0.890 -0.830 1.628
H -3.600 1.658 -4.897
H 2.086 -1.175 5.478
C 1.972 -0.798 4.462
H -2.945 -2.273 -0.693
H -0.204 -0.276 6.037
*
```

***

Q: Which value of F_max does entry 8 give?
A: 0.0193 Eh/bohr